# 1
C26H32ClO4Yb as an isolated structure in a non-equilibrium geometry, computed with ωB97M-V/def2-TZVPD.

Properties
HOMO-LUMO gap (spin up / spin down) (hartree): 0.315 / 0.311
Spin multiplicity: 2
E (eV): -79723.423
<S²>: 0.751
Relative energy (zero: lowest compared OMol25 entry of this formula, charge and spin) (kcal/mol): 0.0

Each line ends with the Mulliken charge.
Element x y z (Å)
O 0.052 -0.272 -4.510  -0.269
C -0.098 1.040 -5.219  -0.559
C -0.111 0.477 -6.621  -0.793
H 0.763 1.712 -5.037  0.333
H -1.041 1.552 -4.941  0.248
C 0.003 -0.850 -5.840  1.587
H 0.776 0.725 -7.211  0.329
H -1.055 0.629 -7.161  0.300
C 1.242 -1.604 -6.246  -1.808
H 2.143 -1.006 -6.100  0.370
H 1.157 -1.849 -7.311  0.418
H 1.332 -2.541 -5.694  0.404
C -1.224 -1.690 -6.069  -1.806
H -2.136 -1.127 -5.854  0.378
H -1.189 -2.592 -5.464  0.401
H -1.254 -1.985 -7.126  0.421
Yb -0.500 -0.688 1.747  0.833
C -2.860 -1.075 2.678  -0.392
C -2.675 0.329 2.829  -0.427
C -2.684 0.931 1.546  -0.565
H -2.594 0.850 3.785  0.471
C -2.893 -0.106 0.584  -0.576
C -2.996 -1.350 1.281  -0.679
H -3.167 -2.329 0.847  0.427
H -2.916 -1.801 3.482  0.467
H -2.582 2.005 1.348  0.392
H -3.054 0.023 -0.485  0.815
C 0.972 -2.521 3.071  -0.422
C 0.109 -3.246 2.195  -0.659
C 0.539 -2.991 0.856  -0.557
H -0.717 -3.878 2.501  0.508
C 1.654 -2.095 0.916  -0.463
C 1.924 -1.814 2.283  -0.580
H 2.750 -1.206 2.663  0.469
H 0.914 -2.543 4.158  0.408
H 0.099 -3.424 -0.041  0.490
H 2.213 -1.703 0.066  0.565
O 1.249 0.513 -0.945  -0.431
C 0.084 -0.284 -1.338  0.459
C -0.882 0.626 -2.105  -0.615
H -0.547 -0.710 -0.501  -0.345
H 0.450 -1.149 -1.913  0.370
C -0.017 1.844 -2.382  -0.350
H -1.657 0.910 -1.379  0.184
H -1.368 0.200 -2.982  0.338
C 0.790 1.897 -1.089  -0.546
H -0.571 2.715 -2.729  0.446
H 0.681 1.545 -3.178  0.018
H 0.110 2.181 -0.270  0.090
H 1.646 2.586 -1.112  0.470
Cl 2.557 3.252 8.746  -0.211
C 1.993 2.578 7.284  0.515
C 1.110 1.482 7.347  -0.863
C 0.666 0.929 6.152  -0.246
C 1.094 1.460 4.927  0.150
C 1.968 2.554 4.864  -0.166
C 2.426 3.126 6.058  -0.761
C 0.558 0.780 3.714  0.827
O -0.242 -0.198 3.967  -0.709
O 0.871 1.106 2.518  -0.779
H 0.786 1.064 8.303  0.380
H -0.026 0.085 6.170  0.454
H 2.277 2.939 3.889  0.448
H 3.102 3.983 6.076  0.393

=====

# 2
C26H32CoN3O5S2Si as an isolated structure, computed with ωB97M-V/def2-TZVPD.

Properties
Net charge: -1
HOMO-LUMO gap (spin up / spin down) (hartree): 0.269 / 0.268
Spin multiplicity: 2
E (eV): -109370.457
<S²>: 0.809
Relative energy (zero: lowest compared OMol25 entry of this formula, charge and spin) (kcal/mol): 4.2

Each line ends with the Mulliken charge.
Element x y z (Å)
Co 0.490 1.084 -1.491  1.056
C 2.047 3.544 5.264  -1.168
Si 0.919 2.397 4.268  0.402
C -0.819 2.782 4.861  -1.087
C 1.453 0.649 4.696  -0.988
C 1.223 2.796 2.449  0.343
C 2.140 3.766 2.112  0.137
C 2.402 4.053 0.778  -1.155
C 1.766 3.299 -0.175  -0.253
N 0.874 2.326 0.097  0.109
C 0.557 2.099 1.400  0.201
S -0.692 1.003 1.883  -0.496
H 1.905 3.356 6.330  0.290
H 1.818 4.596 5.085  0.305
H 3.102 3.385 5.041  0.307
H -0.875 2.671 5.947  0.341
H -1.555 2.133 4.399  0.328
H -1.077 3.815 4.619  0.318
H 1.305 0.448 5.759  0.352
H 2.515 0.522 4.475  0.303
H 0.895 -0.082 4.118  0.268
H 2.664 4.313 2.887  0.321
H 3.107 4.816 0.481  0.414
H 1.992 3.441 -1.220  0.483
O -1.248 0.369 -0.886  -0.111
C -1.885 -0.624 -1.677  2.607
C -1.208 -0.507 -3.081  -0.116
O -1.736 -0.951 -4.084  -0.708
O -0.025 0.003 -3.031  -0.876
C -3.393 -0.369 -1.646  -0.359
C -4.254 -0.841 -2.635  -0.317
C -5.619 -0.621 -2.543  -0.895
C -6.154 0.066 -1.466  -0.401
C -5.305 0.540 -0.479  -0.945
C -3.937 0.330 -0.570  -0.106
C -1.567 -2.043 -1.186  -0.286
C -0.887 -2.266 0.003  0.214
C -0.616 -3.563 0.421  -1.142
C -1.010 -4.647 -0.343  -0.452
C -1.678 -4.429 -1.540  -1.048
C -1.952 -3.138 -1.958  -0.086
H -1.291 0.323 0.122  -0.748
H -3.846 -1.343 -3.496  0.348
H -6.268 -0.982 -3.332  0.388
H -7.221 0.237 -1.400  0.379
H -5.702 1.085 0.368  0.409
H -3.295 0.725 0.205  0.503
H -0.539 -1.442 0.613  0.394
H -0.082 -3.712 1.350  0.464
H -0.796 -5.657 -0.015  0.400
H -1.983 -5.266 -2.156  0.399
H -2.447 -2.977 -2.901  0.287
O 1.167 3.752 -4.101  -0.643
C 0.846 2.882 -3.315  0.351
O 1.637 2.053 -2.720  -0.669
H -0.248 2.772 -3.041  0.238
C 2.595 -2.753 -3.625  -1.264
N 2.175 -1.789 -2.640  0.123
C 2.678 -1.670 -1.417  0.848
S 2.089 -0.523 -0.318  -0.620
N 3.669 -2.527 -1.073  -0.216
C 4.321 -2.572 0.214  -0.909
H 2.002 -2.592 -4.522  0.387
H 2.426 -3.783 -3.293  0.375
H 3.650 -2.632 -3.894  0.394
H 1.391 -1.178 -2.872  0.160
H 3.939 -3.219 -1.751  0.177
H 3.856 -1.835 0.862  0.359
H 5.384 -2.338 0.120  0.291
H 4.210 -3.560 0.665  0.294

=====

# 3
C26H32CoNO5S as an isolated structure in a non-equilibrium geometry, computed with ωB97M-V/def2-TZVPD.

Properties
HOMO-LUMO gap (spin up / spin down) (hartree): 0.296 / 0.243
Spin multiplicity: 5
E (eV): -87664.101
<S²>: 6.033

Each line ends with the Mulliken charge.
Element x y z (Å)
O -2.980 0.363 -0.506  -0.136
C -3.647 -0.844 -1.067  -0.521
C -5.041 -0.499 -0.621  -0.783
H -3.301 -1.767 -0.616  0.160
H -3.579 -0.871 -2.159  0.297
C -4.344 0.806 -0.199  1.490
H -5.408 -1.080 0.225  0.326
H -5.754 -0.405 -1.428  0.339
C -4.614 1.123 1.250  -1.936
H -4.221 0.370 1.935  0.388
H -5.704 1.156 1.394  0.458
H -4.222 2.107 1.522  0.339
C -4.775 1.918 -1.115  -1.696
H -4.513 1.651 -2.143  0.399
H -4.286 2.852 -0.832  0.338
H -5.865 2.045 -1.042  0.405
Co 0.385 1.600 -0.117  0.850
C 1.709 2.682 -1.637  -0.488
C 2.558 1.585 -1.912  -0.176
C 1.765 0.483 -2.300  -0.611
H 3.633 1.594 -1.940  0.547
C 0.393 0.854 -2.280  -0.846
C 0.340 2.272 -1.976  -0.575
H -0.497 2.922 -2.179  0.739
H 2.046 3.699 -1.420  0.573
H 2.157 -0.442 -2.715  0.483
H -0.421 0.229 -2.656  0.706
C 0.909 2.902 1.271  -0.123
C -0.196 3.361 0.477  -1.196
C -1.283 2.431 0.631  0.521
H -0.245 4.272 -0.110  0.578
C -0.912 1.493 1.654  -0.628
C 0.439 1.766 2.029  -0.598
H 1.006 1.257 2.797  0.435
H 1.879 3.387 1.342  0.491
H -2.237 2.505 0.135  0.137
H -1.578 0.770 2.111  0.532
O -1.608 -2.857 1.148  -0.530
C -1.085 -1.696 0.473  1.587
C -0.880 -2.008 -1.015  0.777
H -0.106 -1.480 0.929  -0.222
H -1.726 -0.826 0.689  -1.128
C -0.766 -3.534 -1.041  -0.923
H -0.020 -1.481 -1.446  -0.146
H -1.745 -1.668 -1.602  -0.007
C -1.358 -3.993 0.298  -0.722
H 0.290 -3.800 -1.075  0.304
H -1.271 -3.920 -1.922  0.343
H -0.695 -4.731 0.777  0.385
H -2.335 -4.477 0.215  0.294
O 4.016 2.236 0.561  -0.709
C 3.701 1.055 0.744  -0.012
N 2.431 0.536 0.537  0.331
S 2.394 -1.089 0.503  1.151
O 1.582 -1.614 1.583  -0.813
O 2.138 -1.583 -0.829  -0.680
C 4.074 -1.291 0.952  0.136
C 4.777 -2.464 1.227  -0.611
C 6.128 -2.334 1.596  -0.609
C 6.716 -1.064 1.721  -0.491
C 5.972 0.095 1.486  -0.631
C 4.633 -0.035 1.113  -0.036
H 4.276 -3.430 1.172  0.474
H 6.730 -3.220 1.793  0.397
H 7.765 -0.978 2.012  0.381
H 6.377 1.099 1.600  0.488

=====

# 4
An isolated ion of composition C26H32F2N and charge +1 in a non-equilibrium geometry, computed with ωB97M-V/def2-TZVPD.

Properties
Net charge: +1
HOMO-LUMO gap (hartree): 0.279
E (eV): -34400.078
SMILES: Cc1ccc(C(c2ccc(C)c(F)c2)[C@H]2CCCCC2=[N+]2CCCCC2)cc1F
Relative energy (zero: lowest compared OMol25 entry of this formula, charge and spin) (kcal/mol): 0.0

Each line ends with the Mulliken charge.
Element x y z (Å)
C 0.011 4.771 -3.958  -1.464
C -0.047 3.556 -3.102  0.625
C -1.118 3.252 -2.252  -0.899
C -1.123 2.090 -1.473  -0.860
C -0.040 1.204 -1.510  0.297
C -0.024 -0.074 -0.616  1.761
C 0.203 -1.357 -1.467  0.059
C -0.040 -2.605 -0.864  -0.669
C 0.131 -3.795 -1.562  -1.286
C 0.610 -3.799 -2.879  0.650
C 0.849 -5.047 -3.644  -1.441
C 0.853 -2.562 -3.450  0.003
F 1.398 -2.544 -4.705  -0.353
C 0.583 -1.357 -2.818  -0.795
C 0.838 -0.021 0.572  1.640
C 2.145 0.757 0.255  -1.113
C 3.082 1.093 1.402  -1.102
C 2.324 1.947 2.409  -1.141
C 1.081 1.200 2.902  -0.996
C 0.235 0.434 1.949  0.147
N -0.849 -0.132 2.520  0.273
C -1.043 0.083 3.973  -0.618
C -2.156 -0.708 4.669  -0.900
C -3.380 -0.940 3.801  -0.767
C -2.950 -1.578 2.494  -0.952
C -1.904 -0.771 1.724  0.216
C 1.038 1.507 -2.356  -0.862
C 1.011 2.660 -3.126  -0.029
F 2.073 2.919 -3.953  -0.371
H -0.841 5.417 -3.743  0.387
H 0.929 5.344 -3.787  0.320
H -0.022 4.523 -5.026  0.300
H -1.959 3.947 -2.205  0.326
H -1.984 1.867 -0.837  0.413
H -1.066 -0.161 -0.287  0.198
H -0.395 -2.648 0.168  0.455
H -0.094 -4.741 -1.070  0.325
H 0.487 -5.903 -3.068  0.369
H 0.324 -5.038 -4.605  0.329
H 1.916 -5.193 -3.849  0.302
H 0.674 -0.455 -3.415  0.829
H 1.163 -1.065 0.805  0.520
H 2.698 0.230 -0.532  0.342
H 1.836 1.725 -0.155  0.475
H 3.489 0.196 1.883  0.400
H 3.931 1.661 0.998  0.401
H 2.964 2.168 3.271  0.422
H 2.036 2.915 1.971  0.456
H 0.472 1.934 3.452  0.370
H 1.473 0.491 3.655  0.473
H -1.235 1.150 4.178  0.420
H -0.125 -0.191 4.512  0.292
H -2.436 -0.154 5.573  0.383
H -1.746 -1.669 5.005  0.369
H -4.071 -1.607 4.321  0.376
H -3.901 0.008 3.620  0.321
H -2.542 -2.579 2.689  0.393
H -3.814 -1.708 1.833  0.407
H -2.428 -0.011 1.116  0.193
H -1.431 -1.483 1.041  -0.369
H 1.906 0.849 -2.444  0.746

=====

# 5
An isolated ion of composition C26H32F3N6O3 and charge +1, computed with ωB97M-V/def2-TZVPD.

Properties
Net charge: +1
HOMO-LUMO gap (hartree): 0.321
E (eV): -50714.839
SMILES: CC[NH+]1CCN(Cc2ccc(NC(=O)c3ccc(C)c(NC(=O)N4CCNC4=O)c3)cc2C(F)(F)F)CC1

Each line ends with the Mulliken charge.
Element x y z (Å)
C -5.432 -1.042 0.059  -1.178
C -4.688 -0.639 -1.204  -0.371
N -3.453 0.134 -0.929  0.742
C -3.716 1.399 -0.212  -1.033
C -2.411 2.154 0.018  -0.304
N -1.828 2.454 -1.271  0.183
C -0.846 3.525 -1.299  -2.415
C 0.492 3.214 -0.659  0.843
C 1.388 2.408 -1.356  -0.447
C 2.610 2.038 -0.840  -0.231
C 2.984 2.464 0.433  -0.144
N 4.199 2.127 1.012  -0.092
C 5.027 1.060 0.776  -0.089
O 6.160 1.063 1.201  -0.629
C 4.460 -0.124 0.069  -0.091
C 5.252 -0.789 -0.860  -0.830
C 4.807 -1.962 -1.440  -0.854
C 3.590 -2.523 -1.080  0.957
C 3.131 -3.818 -1.678  -1.754
C 2.813 -1.861 -0.123  -0.046
N 1.629 -2.481 0.340  0.014
C 0.445 -1.869 0.580  0.272
O 0.137 -0.758 0.218  -0.697
N -0.438 -2.684 1.310  0.326
C -0.032 -3.836 2.105  -0.620
C -1.210 -4.047 3.071  -0.673
N -2.230 -3.209 2.487  -0.171
C -1.768 -2.374 1.539  0.092
O -2.433 -1.539 0.954  -0.660
C 3.234 -0.666 0.439  0.620
C 2.132 3.321 1.122  -0.501
C 0.908 3.695 0.586  0.054
C 0.086 4.680 1.377  0.632
F 0.718 5.135 2.462  -0.293
F -1.076 4.156 1.828  -0.252
F -0.257 5.765 0.661  -0.266
C -1.453 1.213 -1.918  0.043
C -2.726 0.415 -2.185  -1.152
H -4.738 -1.472 0.775  0.202
H -6.179 -1.790 -0.192  0.432
H -5.946 -0.201 0.515  0.346
H -5.331 -0.035 -1.850  0.380
H -4.395 -1.537 -1.751  0.420
H -2.846 -0.443 -0.301  -0.087
H -4.185 1.176 0.745  0.420
H -4.387 2.007 -0.823  0.417
H -1.742 1.550 0.653  0.162
H -2.643 3.082 0.538  0.561
H -0.671 3.763 -2.352  0.497
H -1.316 4.392 -0.839  0.650
H 1.136 2.087 -2.354  0.452
H 3.283 1.440 -1.433  0.598
H 4.583 2.799 1.668  0.261
H 6.217 -0.379 -1.116  0.499
H 5.423 -2.464 -2.170  0.409
H 3.745 -4.076 -2.536  0.416
H 3.218 -4.629 -0.953  0.368
H 2.093 -3.753 -2.001  0.318
H 1.688 -3.484 0.435  0.268
H 0.900 -3.632 2.637  0.407
H 0.102 -4.714 1.463  0.310
H -1.533 -5.089 3.105  0.341
H -0.969 -3.721 4.089  0.304
H -3.148 -3.117 2.888  0.247
H 2.618 -0.182 1.181  0.419
H 2.436 3.707 2.084  0.560
H -0.759 0.612 -1.310  0.003
H -0.987 1.435 -2.879  0.559
H -2.482 -0.529 -2.674  0.465
H -3.387 0.998 -2.832  0.405

=====

# 6
C26H32IN2O2PdSb2 as an isolated structure in a non-equilibrium geometry, computed with ωB97M-V/def2-TZVPD.

Properties
Net charge: +1
HOMO-LUMO gap (spin up / spin down) (hartree): 0.191 / 0.204
E (eV): -59204.659
Relative energy (zero: lowest compared OMol25 entry of this formula, charge and spin) (kcal/mol): 48.6

Each line ends with the Mulliken charge.
Element x y z (Å)
Pd 0.947 -0.026 -0.882  0.016
C -3.595 -0.727 -2.207  -0.881
C -3.251 0.667 -1.809  0.877
N -4.173 1.546 -1.591  -0.632
C -3.872 2.807 -1.277  -1.155
C -2.580 3.260 -1.150  1.106
C -2.351 4.713 -0.795  -1.064
O -1.511 4.908 0.330  -0.538
C -1.509 2.349 -1.362  0.193
C -0.178 2.812 -1.161  0.128
N 0.947 2.175 -1.342  -0.255
C 2.163 2.843 -1.217  0.824
C 2.252 4.248 -1.177  -0.276
C 3.452 4.909 -1.033  -0.910
C 4.639 4.202 -0.933  -0.607
C 4.604 2.825 -1.036  -0.637
C 3.394 2.171 -1.188  0.143
I 3.583 0.033 -1.390  0.085
C -1.838 0.998 -1.726  0.256
O -1.005 0.089 -1.988  -1.182
H -4.669 -0.832 -2.300  0.386
H -3.213 -1.432 -1.464  -0.016
H -3.116 -0.969 -3.155  0.281
H -4.717 3.461 -1.116  0.369
H -3.319 5.198 -0.640  0.446
H -1.857 5.209 -1.639  0.302
H -2.046 4.951 1.129  0.322
H -0.136 3.837 -0.805  0.467
H 1.357 4.840 -1.287  0.552
H 3.454 5.987 -1.004  0.407
H 5.580 4.708 -0.796  0.406
H 5.514 2.246 -0.988  0.375
C 1.409 0.058 3.291  -1.279
Sb 0.147 0.065 1.539  0.794
C -1.209 1.639 2.113  -1.299
C -1.191 -1.629 1.922  -1.291
C -0.485 -2.902 2.232  0.864
C -0.024 -3.086 3.533  -0.641
C 0.580 -4.264 3.928  -0.736
C 0.758 -5.282 3.004  -0.725
C 0.339 -5.099 1.700  -0.769
C -0.301 -3.929 1.294  0.759
C -0.783 -3.841 -0.108  -1.593
Sb 0.505 -2.569 -1.343  1.049
C 2.343 -3.644 -1.005  -1.359
C 0.100 -3.364 -3.306  -1.191
H 0.768 0.004 4.163  0.374
H 1.978 0.983 3.325  0.423
H 2.093 -0.785 3.279  0.391
H -1.344 1.571 3.187  0.529
H -2.167 1.522 1.610  0.409
H -0.786 2.608 1.859  0.300
H -1.827 -1.705 1.041  0.277
H -1.800 -1.313 2.768  0.664
H -0.186 -2.294 4.251  0.418
H 0.892 -4.389 4.953  0.424
H 1.208 -6.217 3.302  0.419
H 0.481 -5.888 0.975  0.396
H -1.803 -3.471 -0.181  0.610
H -0.729 -4.813 -0.588  0.675
H 2.189 -4.693 -1.241  0.403
H 2.651 -3.540 0.034  0.377
H 3.116 -3.230 -1.652  0.395
H 0.125 -4.446 -3.229  0.420
H 0.877 -3.027 -3.988  0.376
H -0.870 -3.038 -3.667  0.350